# 1
A molecular structure, C19H28FO2Ti in a non-equilibrium geometry, computed with ωB97M-V with the def2-TZVPD basis set.

Each line ends with the Löwdin charge.
Geometry (Å):
Ti  0.363  -0.876  0.963  1.1560
F  1.725  -2.040  0.922  -0.3395
O  0.101  1.194  -0.187  -0.1998
O  0.267  -1.441  -1.318  -0.2625
C  -0.483  -1.118  -2.601  -0.1146
C  -1.683  -1.747  0.714  -0.1547
C  -1.536  -0.416  2.623  -0.0927
C  1.807  1.564  2.032  -0.0913
C  -2.039  1.677  -1.355  -0.0028
C  -2.012  -0.462  1.291  -0.1122
C  1.165  1.710  -1.138  -0.0895
C  -0.950  -2.474  1.730  -0.1596
C  1.028  -2.683  -1.599  -0.1563
C  -1.159  3.221  0.407  0.0034
C  0.966  1.711  3.169  -0.0839
C  0.162  -1.894  -3.747  -0.1422
C  1.148  -2.856  -3.104  -0.1471
C  2.296  0.231  2.004  -0.2056
C  -0.862  -1.643  2.893  -0.1220
C  0.258  2.782  -1.692  -0.0496
C  -0.793  2.236  -0.689  -0.5323
C  0.922  0.468  3.839  -0.1211
C  1.726  -0.469  3.122  -0.1404
H  0.697  -1.234  -4.433  0.1170
H  3.160  -0.096  1.435  0.1172
H  2.193  2.384  1.426  0.1100
H  -0.563  -2.449  -4.353  0.1231
H  -0.473  -0.037  -2.817  0.0963
H  -1.750  4.016  -0.052  0.1029
H  0.526  2.641  3.512  0.1083
H  0.472  -3.534  -1.184  0.1287
H  2.172  -2.627  -3.384  0.1164
H  2.009  -2.608  -1.116  0.1143
H  -2.771  1.243  -0.659  0.0710
H  0.451  0.298  4.808  0.1221
H  1.423  0.913  -1.863  0.1230
H  -0.601  -3.505  1.652  0.1364
H  -0.272  3.655  0.870  0.0908
H  0.637  3.785  -1.498  0.1280
H  -1.519  -1.452  -2.452  0.1241
H  -1.739  0.393  3.326  0.1312
H  -2.115  -2.176  -0.195  0.1284
H  -2.547  2.501  -1.863  0.1086
H  -0.506  -1.982  3.874  0.1375
H  -1.813  0.879  -2.071  0.0606
H  -2.700  0.249  0.848  0.0979
H  -1.770  2.734  1.166  0.0871
H  2.012  -1.465  3.459  0.1263
H  2.039  2.054  -0.579  0.1092
H  0.924  -3.879  -3.399  0.1207
H  0.005  2.625  -2.739  0.1233

## Properties
charge: +1
gap between HOMO and LUMO (spin up / spin down): 7.9 / 6.3 eV
energy relative to the best compared isomer or geometry (same formula, charge and spin): 0.0000 eV
LUMO (spin up / spin down): -3.2 / -4.6 eV

---

# 2
A molecular structure, C19H28IMnO2 in a non-equilibrium geometry, computed with ωB97M-V with the def2-TZVPD basis set.

Each line ends with the Mulliken spin population.
Geometry (Å):
I  -2.398  -0.273  2.986  0.0288
Mn  -0.178  -1.368  2.456  3.8337
O  -1.150  2.117  -0.573  0.0085
O  0.417  0.699  -2.155  0.0015
C  0.987  -0.801  -3.610  0.0001
C  2.332  -0.559  -1.398  -0.0204
C  -0.934  -2.552  0.816  -0.0230
C  -2.392  2.505  0.035  0.0070
C  -0.310  -0.237  -3.024  0.0007
C  0.208  -3.674  2.493  0.1747
C  1.050  -1.476  4.397  0.1353
C  0.939  0.358  2.960  0.0159
C  2.636  1.161  -3.220  0.0002
C  1.866  -1.750  3.268  -0.1284
C  -1.875  -3.034  1.801  0.1240
C  0.493  -0.176  4.228  -0.1660
C  1.689  0.143  -2.585  0.0013
C  -1.163  -3.717  2.815  0.0004
C  0.380  -2.971  1.241  -0.0430
C  -0.944  2.980  -1.702  0.0004
C  -3.136  3.558  -0.830  -0.0002
C  1.797  -0.640  2.353  -0.0098
C  -2.156  3.886  -1.973  0.0000
H  -2.988  1.582  0.160  -0.0020
H  -0.986  -0.913  -2.463  -0.0006
H  1.287  -2.919  0.641  0.0179
H  0.754  1.341  2.554  -0.0009
H  -4.069  3.135  -1.217  -0.0001
H  2.374  -0.516  1.442  0.0044
H  -0.071  0.358  4.985  -0.0031
H  1.144  -0.463  -4.638  0.0000
H  2.112  1.745  -3.981  -0.0001
H  -0.042  3.599  -1.521  0.0001
H  3.023  1.857  -2.456  0.0000
H  1.213  -1.865  -3.452  0.0000
H  -2.159  2.913  1.038  -0.0006
H  -1.588  -4.254  3.668  -0.0030
H  -0.797  2.346  -2.588  0.0001
H  -1.869  4.939  -1.972  -0.0001
H  -2.581  3.653  -2.955  0.0000
H  1.546  -1.045  -0.800  0.0277
H  0.938  -2.114  5.277  0.0048
H  -1.160  -2.110  -0.156  0.0093
H  -0.899  0.333  -3.761  0.0001
H  -2.957  -3.007  1.694  0.0092
H  2.548  -2.592  3.159  -0.0087
H  0.992  -4.224  3.019  0.0050
H  3.503  0.678  -3.711  0.0000
H  2.840  0.201  -0.796  -0.0016
H  -3.369  4.449  -0.237  -0.0001
H  3.105  -1.282  -1.710  0.0003

## Properties
gap between HOMO and LUMO (spin up / spin down): 5.9 / 7.4 eV
energy relative to the best compared isomer or geometry (same formula, charge and spin): 0.0000 eV
LUMO (spin up / spin down): -0.9 / 0.0 eV
spin multiplicity: 5

---

Which formula does entry 1 have? C19H28FO2Ti

---

energy relative to the best compared isomer or geometry (same formula, charge and spin) of number 2 (C19H28IMnO2)? 0.0000 eV